Molecular formula: C30H39NO12
Method: DFT, wB97M-V/def2-TZVPD

```
82
Properties=species:S:1:pos:R:3:forces:R:3:lowdin_charge:R:1
O -4.92324 5.11180 -3.54330 0.43 -0.04 0.11 0.153
O -3.05291 4.34716 -2.53120 -0.27 0.42 -0.55 0.039
O -6.03181 3.38974 1.69991 0.58 -0.26 0.10 0.068
O -4.07942 3.30306 0.59560 -0.24 -0.12 0.66 0.067
O -2.88518 5.57539 -4.40420 -0.39 -0.26 0.34 0.068
O 2.30802 -1.43335 2.33666 -0.42 0.61 -1.52 0.071
O 0.23057 2.49312 -1.63815 0.55 0.08 0.30 0.141
O -4.24558 2.38048 2.65166 -0.43 0.29 -0.35 0.133
O 1.97708 2.24611 -0.22735 -0.38 0.51 -0.34 0.025
O 1.54780 4.25688 -1.12177 -0.17 -0.48 -0.08 0.059
O 4.04831 -4.00379 1.17400 -0.95 0.50 -1.51 0.073
O 0.56318 -4.09102 -3.11418 -0.87 0.58 0.85 -0.227
N 3.75717 -2.07854 -0.13317 -2.07 -1.86 0.14 0.124
C 0.97972 0.56258 2.29104 -1.55 0.62 -0.46 -0.123
C 0.39893 -4.08324 1.07448 -0.07 -0.04 -0.46 -0.204
C 0.30621 -5.94138 2.99683 -0.59 0.28 0.80 -0.258
C -4.73912 2.96982 1.73508 0.07 -0.19 0.27 -0.540
C 2.12821 -2.87398 -1.66166 0.44 -0.39 -0.48 -0.171
C 1.01904 2.58348 3.83970 -1.04 -1.67 -1.41 -0.076
C 2.53865 4.45926 -0.11799 0.28 0.66 0.33 -0.117
C -0.49736 -4.97024 2.03250 0.26 0.48 -0.20 -0.211
C 1.65444 -5.34370 3.57098 0.52 -0.40 -0.77 -0.120
C 3.08507 3.07784 0.09452 0.71 -0.20 0.33 -0.118
C -0.44726 2.81892 3.57660 1.93 -2.17 -1.31 -0.061
C 1.15036 -4.88932 -0.06944 -0.40 0.13 1.14 -0.128
C 3.46604 -3.46961 0.24525 0.90 -0.08 0.92 -0.345
C 2.81695 0.28278 -2.83495 -0.28 -0.81 -0.47 0.092
C 1.65322 -0.70820 1.60218 -0.54 0.83 1.48 -0.300
C -5.05154 3.77991 -0.32906 -0.08 0.25 -0.80 -0.129
C 1.74943 1.44774 3.20413 -3.28 0.16 -0.75 -0.041
C -3.73312 5.02042 -3.49789 -0.46 0.03 -0.14 -0.553
C 0.84943 -2.78267 -2.58704 0.89 0.74 -0.56 -0.171
C -0.85660 -4.29923 -3.26554 0.35 -0.07 -0.15 -0.108
C -0.48061 0.75577 1.97299 1.72 2.73 2.42 0.003
C 1.36317 -0.92268 0.07305 -0.14 0.59 0.00 -0.029
C 2.82267 -0.53389 -1.92786 -0.25 0.07 0.56 -0.052
C -1.17892 1.91403 2.63538 2.19 -0.61 0.45 -0.039
C -6.17013 4.23489 0.56109 -0.49 0.39 -0.17 -0.118
C 2.37242 -4.13365 -0.72948 0.02 0.48 -0.67 -0.126
C -1.69075 4.27561 -2.94598 0.61 -0.26 0.23 -0.123
C 2.53171 -1.59438 -0.77756 -0.09 1.34 -2.93 -0.348
C -1.56578 5.44078 -3.88396 0.56 0.29 -0.18 -0.119
C 1.16447 2.95311 -1.05025 -0.32 -0.43 -0.12 -0.544
H 0.36281 -5.19516 -0.82633 1.27 0.40 0.56 0.112
H -7.14963 4.11044 0.10018 0.03 -0.10 0.20 0.137
H 2.15921 -6.04762 4.30847 -0.83 0.81 -0.84 0.077
H -1.14123 -4.24479 2.63147 0.83 -0.97 -0.60 0.113
H 3.91100 2.84390 -0.58299 -0.08 -0.01 -0.02 0.136
H -0.84849 5.25721 -4.68365 -0.21 0.06 -0.07 0.136
H 0.38054 -1.47176 -0.09626 1.31 0.47 0.54 0.113
H -1.04994 0.07752 1.27798 0.83 0.84 0.89 0.110
H 2.70760 0.80186 -3.82145 0.37 -0.61 1.77 0.063
H -5.34629 2.95685 -0.98475 0.02 0.05 0.03 0.144
H 1.54433 -5.84519 0.38784 -0.27 0.98 -0.50 0.120
H -1.29379 6.36635 -3.36910 -0.05 -0.04 -0.01 0.135
H -0.03992 -2.26247 -2.11961 0.76 -0.89 -0.22 0.122
H 3.41129 2.91130 1.12135 -0.20 -0.15 -0.06 0.128
H -1.20304 -5.57220 1.38731 0.63 0.53 0.71 0.107
H -0.30771 -3.34780 0.56220 0.93 -0.71 0.71 0.103
H -1.52197 3.31808 -3.44273 -0.02 0.05 0.08 0.136
H 2.05769 4.86205 0.77727 -0.02 -0.08 -0.04 0.137
H -0.37093 -6.12838 3.89638 0.73 -0.05 -1.22 0.102
H 1.54487 -4.32985 4.06032 -0.09 -1.14 -0.57 0.084
H -1.02160 4.35268 -2.09345 -0.26 -0.09 -0.01 0.112
H 2.98224 -2.92524 -2.40888 -0.90 0.06 0.93 0.155
H -6.05665 5.27534 0.87716 0.02 -0.06 0.02 0.136
H 1.14481 -2.13921 -3.48328 -0.42 -0.52 1.22 0.132
H 2.84970 -4.93510 -1.37437 -0.13 1.09 0.88 0.157
H -2.28019 2.07546 2.44882 1.58 -0.20 0.31 0.063
H 2.38132 -5.23512 2.70745 -0.67 0.07 1.08 0.055
H -1.00740 -5.41506 -3.38643 0.07 1.38 0.05 0.100
H -1.19559 -3.73498 -4.19392 0.01 -0.72 1.18 0.101
H -1.37657 -3.93131 -2.32606 0.29 -0.46 -1.18 0.091
H 1.17466 -3.51570 1.66332 -0.96 -0.46 -0.46 0.086
H -0.95187 3.68692 4.09337 0.55 -1.25 -0.78 0.096
H 1.59713 3.22856 4.55580 -0.85 -0.63 -0.85 0.088
H 1.18965 0.10840 -0.36894 0.15 -1.33 0.69 0.101
H 0.45976 -6.93686 2.47327 0.08 1.18 0.71 0.103
H -4.65008 4.58663 -0.93550 0.09 -0.18 0.14 0.109
H 3.29910 5.16212 -0.45805 -0.18 -0.02 -0.15 0.136
H 2.82952 1.19300 3.37805 -1.30 0.49 -0.02 0.109
H 4.17026 -1.51079 0.61023 -0.33 -0.49 -0.19 0.139
```
Forces are in eV/Å.

Computed properties:
lowest unoccupied orbital energy: 0.011 hartree
frontier orbital gap: 9.35 eV
structure (SMILES): C#C[C@]1(CC(=O)c2ccccc2)NC(=O)[C@@H](CCCCC)[C@H]1COC.O=C1OCCO1.O=C1OCCO1.O=C1OCCO1
highest occupied orbital energy: -9.0 eV
E_tot: -2124.00784 hartree
charge: 0